119
Properties=species:S:1:pos:R:3:forces:R:3 method="wB97M-V/def2-TZVPD" e_tot_ev=-79873.912 gap_ev=9.18 total_charge=0
F 2.2913 -5.7568 -3.7131 0.4 1.6 -0.3
B 2.4714 -4.4065 -3.6987 0.4 -0.9 -0.2
O 3.0939 -3.8723 -2.5485 -1.7 0.9 -1.1
B 2.6810 -2.5353 -2.2632 0.9 0.4 -0.5
O 2.1595 -1.6690 -3.2517 -0.3 -2.5 0.9
B 1.3038 -2.6057 -3.9421 0.1 1.4 -0.2
C -0.2063 -2.6317 -3.5223 -1.0 -0.6 -0.4
C -0.8351 -1.5229 -2.7956 -1.2 -2.6 -0.6
C -2.2066 -1.7130 -2.3972 -0.1 -0.3 0.0
C -2.9859 -2.9076 -2.6735 2.7 -0.1 -1.2
C -2.3213 -3.9655 -3.4112 0.7 0.4 0.1
C -0.9478 -3.8614 -3.8473 -1.0 2.2 1.4
O 1.9870 -3.5749 -4.7355 -0.6 -0.7 2.3
H 2.8413 -2.1942 -1.1390 0.1 0.2 0.0
H -0.2763 -0.5934 -2.5504 -0.5 -0.9 -0.2
H -2.6802 -0.8934 -1.8125 0.5 -0.9 -0.7
H -4.0409 -3.0176 -2.3486 1.1 0.2 -0.2
H -2.8410 -4.9220 -3.6454 0.2 0.9 0.3
H -0.4447 -4.6847 -4.4008 -0.5 0.8 0.5
C -1.5854 2.0929 -1.3127 -0.4 -0.1 0.0
C -2.2257 2.7875 -2.4997 0.0 0.2 0.3
O -3.5676 3.1549 -2.1679 -0.1 0.0 -0.1
O -2.3527 0.9477 -0.9532 -0.1 0.2 -0.1
H -0.5702 1.7723 -1.5437 0.0 0.0 0.1
H -1.5598 2.7599 -0.4440 0.2 0.2 -0.1
H -2.2840 2.1106 -3.3532 -0.1 0.0 0.0
H -1.6664 3.6822 -2.7889 0.2 -0.1 0.0
H -3.5216 3.8672 -1.5176 -0.1 -0.1 0.0
H -3.2799 1.1969 -1.0881 0.1 0.1 0.1
C -4.8122 -2.8691 1.9265 -0.3 -0.2 -0.3
C -3.9750 -2.3093 0.7937 -0.1 0.3 0.2
O -4.7752 -2.2172 -0.3930 -0.2 0.1 0.1
O -5.3261 -4.1468 1.5649 0.2 -0.1 0.0
H -4.2201 -2.9778 2.8324 0.0 -0.1 -0.1
H -5.6693 -2.2147 2.1337 0.1 0.3 0.0
H -3.1457 -2.9787 0.5660 -0.1 0.0 0.0
H -3.5797 -1.3195 1.0390 0.1 -0.1 0.1
H -5.4211 -1.5133 -0.2539 0.1 -0.1 0.0
H -5.5400 -4.0909 0.6228 0.0 0.0 0.2
C -7.9208 4.6708 -1.8404 0.5 -0.2 -0.2
C -7.5704 3.9552 -0.5493 -0.1 0.3 0.1
O -6.2099 4.2242 -0.2127 0.2 0.0 -0.1
O -7.0520 4.2470 -2.8844 -0.1 -0.1 0.1
H -8.9489 4.4610 -2.1403 0.0 0.0 0.0
H -7.7947 5.7544 -1.7228 -0.2 0.1 0.2
H -7.6604 2.8753 -0.6759 0.1 0.0 0.0
H -8.2133 4.2744 0.2739 -0.1 0.0 -0.1
H -6.1566 5.1522 0.0503 -0.1 -0.1 0.1
H -6.1811 4.1229 -2.4777 -0.1 0.0 -0.1
C -1.2970 -4.5855 3.5683 -0.1 0.3 0.1
C -0.3558 -4.2761 4.7166 -0.4 -0.3 0.2
O -1.0903 -3.6481 5.7757 -0.1 0.1 0.0
O -1.9176 -3.3874 3.1144 0.2 0.1 0.0
H -0.7624 -5.0373 2.7318 0.0 0.0 0.0
H -2.0917 -5.2667 3.8960 0.2 -0.2 0.0
H 0.4123 -3.5713 4.4005 -0.1 0.0 0.1
H 0.1232 -5.1795 5.0961 0.1 0.0 -0.2
H -1.6684 -4.3167 6.1633 0.1 0.1 0.0
H -2.0782 -2.8549 3.9076 0.1 -0.1 -0.1
C 2.4877 2.0347 -0.5167 -0.4 0.1 0.4
C 3.1969 3.3469 -0.2357 0.3 -0.3 0.1
O 3.4240 3.4681 1.1670 0.2 0.2 -0.1
O 1.2638 1.9797 0.2048 0.1 0.4 -0.2
H 2.2699 1.9264 -1.5813 0.0 0.0 0.0
H 3.1031 1.1873 -0.1887 0.3 0.0 -0.2
H 2.5709 4.1907 -0.5290 0.0 0.0 0.1
H 4.1521 3.4077 -0.7668 -0.1 0.0 -0.2
H 4.0954 2.8186 1.4085 -0.1 0.1 0.0
H 1.4381 2.4058 1.0613 0.0 -0.3 0.1
C 3.7120 -5.1893 4.1079 -0.2 0.1 0.3
C 4.4185 -3.8755 4.3860 0.3 -0.3 0.1
O 4.6703 -3.7581 5.7882 -0.1 0.0 0.0
O 2.4976 -5.2520 4.8467 0.1 0.1 -0.1
H 3.4781 -5.2940 3.0474 0.0 0.0 0.0
H 4.3364 -6.0343 4.4223 0.2 0.0 -0.2
H 3.7833 -3.0341 4.1065 0.0 0.0 0.1
H 5.3648 -3.8069 3.8414 -0.1 0.0 -0.2
H 5.3504 -4.4040 6.0162 -0.1 0.1 0.0
H 2.6821 -4.8283 5.6985 0.0 -0.1 -0.1
C 0.9571 2.7170 4.2703 0.3 -0.1 -0.1
C 1.2953 1.9978 5.5627 0.0 0.4 0.1
O 2.6581 2.2583 5.9088 0.0 0.0 -0.1
O 1.8332 2.2890 3.2352 -0.2 -0.3 0.2
H -0.0693 2.5123 3.9625 0.0 0.0 0.0
H 1.0868 3.7998 4.3885 -0.2 0.0 0.2
H 1.2012 0.9190 5.4348 0.1 0.0 0.0
H 0.6457 2.3198 6.3817 -0.2 -0.1 -0.1
H 2.7187 3.1849 6.1724 0.1 -0.1 0.0
H 2.6973 2.1631 3.6529 -0.1 0.1 -0.1
C -9.5241 6.0632 2.2020 0.3 0.2 -0.1
C -9.8388 7.0317 3.3265 -0.3 0.1 -0.3
O -9.4999 8.3593 2.9191 0.1 0.0 0.0
O -8.1455 6.1516 1.8589 0.1 0.0 0.1
H -9.7433 5.0352 2.4946 0.1 0.0 0.0
H -10.1063 6.3129 1.3066 -0.3 -0.1 0.1
H -9.2337 6.8056 4.2049 0.0 0.0 -0.1
H -10.8969 6.9961 3.6009 0.0 -0.2 0.1
H -10.1335 8.6260 2.2413 0.1 0.0 0.1
H -7.9106 7.0880 1.9399 -0.1 -0.1 0.0
C 6.5116 -1.5534 -3.8399 -0.1 0.4 0.3
C 7.4030 -2.1674 -2.7763 -0.4 -0.3 0.1
O 6.9196 -1.7988 -1.4826 0.0 0.1 0.0
O 6.4870 -0.1363 -3.6906 0.3 -0.1 -0.1
H 6.8720 -1.7921 -4.8425 0.0 0.0 0.0
H 5.4813 -1.9136 -3.7346 0.1 -0.3 -0.1
H 8.4190 -1.7798 -2.8584 -0.1 0.0 0.1
H 7.4275 -3.2579 -2.8553 0.1 0.0 -0.2
H 6.0855 -2.2648 -1.3408 0.1 0.1 0.0
H 6.5018 0.0301 -2.7366 0.0 0.0 -0.1
C 10.4394 -0.2380 -5.1513 0.0 -0.2 -0.4
C 9.5735 0.8440 -5.7690 -0.3 -0.1 0.3
O 8.5159 0.2356 -6.5102 0.0 -0.1 0.0
O 10.9576 -1.0847 -6.1692 0.1 0.1 0.0
H 11.2765 0.1935 -4.6004 0.0 -0.1 0.0
H 9.8456 -0.8614 -4.4717 -0.1 0.2 0.2
H 10.1543 1.4422 -6.4721 0.0 -0.1 0.0
H 9.1469 1.5020 -5.0064 0.2 0.0 0.1
H 7.9114 -0.1689 -5.8708 0.0 0.3 -0.1
H 10.2524 -1.1714 -6.8273 0.1 0.0 0.1